DFT (wB97M-V/def2-TZVPD) results for the molecule C3H5N3S2 at a distorted geometry.

Summary:
Charge: 0
Energy above the lowest of the compared OMol25 structures with the same formula, charge and spin: 2.717 eV
Spin multiplicity: 1

Positions of all 13 atoms, in Å:
1 C 0.01 -0.09 2.78
2 C 0.47 0.16 1.39
3 C -0.94 -0.61 -2.08
4 H 1.52 1.94 2.99
5 H 1.65 1.75 4.63
6 H -0.91 -0.64 2.74
7 H 1.47 0.74 1.20
8 H -1.64 -0.98 -1.32
9 N 1.63 1.24 3.75
10 N 0.57 0.40 3.82
11 N -0.26 -0.15 0.39
12 S 0.33 0.11 -1.23
13 S -1.14 -0.74 -3.68


DFT (wB97M-V/def2-TZVPD) results for C37H35IN3O3PtTe as an isolated structure.

Summary:
Charge: +2
Energy above the lowest of the compared OMol25 structures with the same formula, charge and spin: 1.863 eV
Spin multiplicity: 2

Positions of all 81 atoms, in Å:
1 Pt -2.13 0.79 -1.30
2 C -2.49 5.38 -1.10
3 C -1.40 4.85 -1.97
4 N -0.52 5.67 -2.49
5 C 0.50 5.20 -3.24
6 C 0.68 3.87 -3.54
7 C 1.86 3.40 -4.34
8 O 2.46 2.24 -3.75
9 C -0.27 2.96 -3.01
10 C -0.19 1.58 -3.36
11 N -0.68 0.56 -2.70
12 C -0.27 -0.75 -3.15
13 C 0.99 -0.93 -3.74
14 C 1.39 -2.19 -4.15
15 C 0.57 -3.29 -3.95
16 C -0.65 -3.14 -3.33
17 C -1.05 -1.87 -2.93
18 I -2.89 -1.64 -2.02
19 C -1.31 3.45 -2.22
20 O -2.26 2.67 -1.75
21 H -2.34 6.44 -0.94
22 H -2.52 4.86 -0.15
23 H -3.47 5.23 -1.57
24 H 1.19 5.94 -3.60
25 H 2.58 4.21 -4.45
26 H 1.55 3.11 -5.35
27 H 3.28 2.50 -3.32
28 H 0.35 1.34 -4.27
29 H 1.66 -0.09 -3.85
30 H 2.36 -2.30 -4.62
31 H 0.89 -4.27 -4.27
32 H -1.29 -3.99 -3.15
33 C 0.42 -5.81 -1.32
34 C 0.41 -4.44 -0.69
35 C 1.48 -3.57 -0.84
36 C 1.50 -2.32 -0.25
37 C 2.71 -1.44 -0.46
38 C 0.40 -1.95 0.54
39 Te 0.58 -0.11 1.54
40 N -1.63 0.47 0.70
41 C -2.69 1.13 1.11
42 O -3.46 1.37 0.07
43 C -3.08 1.56 2.45
44 C -2.31 1.29 3.58
45 C -2.71 1.76 4.81
46 C -3.89 2.49 4.93
47 C -4.66 2.75 3.81
48 C -4.27 2.29 2.56
49 C 1.89 -0.89 2.97
50 C 1.62 -2.14 3.54
51 C 2.45 -2.63 4.53
52 C 3.53 -1.87 4.96
53 C 3.78 -0.62 4.40
54 C 2.96 -0.09 3.41
55 C 3.25 1.27 2.84
56 C -0.69 -2.80 0.73
57 C -1.85 -2.53 1.66
58 C -0.67 -4.03 0.08
59 H 1.23 -5.91 -2.04
60 H -0.52 -6.03 -1.81
61 H 0.57 -6.57 -0.55
62 H 2.33 -3.87 -1.45
63 H 3.18 -1.67 -1.42
64 H 3.45 -1.59 0.32
65 H 2.45 -0.38 -0.48
66 H -1.41 0.70 3.51
67 H -2.12 1.55 5.69
68 H -4.19 2.87 5.89
69 H -5.58 3.32 3.90
70 H -4.86 2.49 1.68
71 H 0.78 -2.73 3.20
72 H 2.25 -3.60 4.97
73 H 4.18 -2.24 5.74
74 H 4.63 -0.04 4.74
75 H 4.10 1.73 3.35
76 H 2.40 1.95 2.96
77 H 3.48 1.22 1.78
78 H -1.89 -1.51 2.03
79 H -1.80 -3.20 2.52
80 H -2.80 -2.73 1.15
81 H -1.51 -4.70 0.22


DFT (wB97M-V/def2-TZVPD) results for the molecule C6H12B2FNO3 at a distorted geometry.

Summary:
Charge: 0
Spin multiplicity: 1

Positions of all 25 atoms, in Å:
1 C 1.02 1.75 0.64
2 N -0.44 1.73 0.56
3 C -1.12 2.08 1.82
4 B -1.01 0.64 -0.18
5 O -2.35 0.77 -0.49
6 B -0.18 -0.79 -0.66
7 C 0.69 -1.68 0.31
8 C 0.55 -1.42 1.78
9 O 1.45 -1.43 2.57
10 C -0.32 -1.32 -2.16
11 C 0.96 -1.29 -2.94
12 O 1.26 -1.88 -3.91
13 F 1.86 -0.42 -2.37
14 H 1.34 2.68 1.13
15 H 1.46 0.92 1.20
16 H 1.44 1.77 -0.37
17 H -1.83 2.89 1.67
18 H -0.38 2.42 2.54
19 H -1.67 1.24 2.25
20 H -2.76 -0.03 -0.82
21 H 0.43 -2.73 0.15
22 H 1.76 -1.59 0.05
23 H -0.48 -1.20 2.14
24 H -0.64 -2.37 -2.17
25 H -1.05 -0.76 -2.74


DFT (wB97M-V/def2-TZVPD) results for C64H77BBrF7N2O8PS2 as an isolated structure.

Summary:
Charge: +1
Spin multiplicity: 1

Positions of all 163 atoms, in Å:
1 C -0.77 1.63 -0.57
2 C -0.94 1.03 -1.96
3 C -1.31 -0.45 -1.91
4 O -0.34 -1.14 -1.13
5 C -0.14 -2.50 -1.48
6 B -1.56 -3.29 -1.35
7 C -2.43 -3.05 -0.08
8 O -1.96 -4.21 -2.29
9 C 0.55 -2.61 -2.84
10 C 1.65 -3.67 -2.98
11 O 0.98 -4.92 -2.93
12 C 2.31 -3.47 -4.37
13 O 1.33 -3.80 -5.32
14 C 1.09 -2.81 -6.32
15 C 0.06 -3.35 -7.29
16 C 2.73 -3.65 -1.80
17 Br 4.42 -2.90 -2.36
18 S 3.24 -5.43 -1.32
19 C 3.68 -6.28 -2.78
20 O 4.43 -5.28 -0.54
21 O 2.10 -6.02 -0.68
22 N 2.24 -2.94 -0.51
23 P 2.79 -3.68 1.29
24 N 2.29 -2.78 2.42
25 S 2.50 -1.08 -0.44
26 O 1.63 -0.65 0.58
27 O 2.41 -0.62 -1.77
28 C 4.25 -0.64 0.20
29 F 4.90 -1.67 0.70
30 F 4.89 -0.18 -0.85
31 C 4.21 0.58 1.19
32 F 3.53 1.53 0.58
33 F 5.50 0.93 1.27
34 C 3.75 0.43 2.68
35 F 2.44 0.28 2.81
36 F 4.38 -0.63 3.21
37 F 4.13 1.53 3.32
38 C 0.71 -3.14 -0.39
39 H 0.27 1.59 -0.24
40 H -1.08 2.67 -0.54
41 H -1.36 1.08 0.17
42 H -1.74 1.54 -2.51
43 H -0.01 1.11 -2.53
44 H -2.30 -0.57 -1.47
45 H -1.35 -0.86 -2.93
46 H -2.69 -3.98 0.43
47 H -2.00 -2.34 0.63
48 H -3.38 -2.62 -0.42
49 H -2.09 -3.91 -3.19
50 H 0.92 -1.63 -3.16
51 H -0.18 -2.93 -3.59
52 H 0.97 -5.31 -3.81
53 H 3.16 -4.13 -4.51
54 H 2.63 -2.43 -4.47
55 H 2.02 -2.58 -6.85
56 H 0.74 -1.88 -5.85
57 H -0.12 -2.59 -8.06
58 H 0.41 -4.25 -7.79
59 H -0.90 -3.54 -6.79
60 H 2.99 -6.14 -3.60
61 H 3.61 -7.33 -2.45
62 H 4.71 -6.04 -3.04
63 H 2.06 -4.84 1.09
64 H 4.15 -3.89 1.11
65 H 3.03 -2.34 2.96
66 H 0.61 -4.23 -0.43
67 H 0.42 -2.80 0.60
68 C -0.05 5.79 0.77
69 C 0.55 4.79 1.54
70 C 1.41 3.88 0.94
71 C 1.68 3.97 -0.42
72 C 1.08 4.96 -1.18
73 C 0.21 5.87 -0.59
74 H -0.72 6.50 1.24
75 H 0.35 4.73 2.60
76 H 1.87 3.11 1.54
77 H 2.35 3.27 -0.89
78 H 1.29 5.03 -2.24
79 H -0.25 6.64 -1.18
80 C 5.00 3.49 -4.70
81 C 4.71 2.46 -3.81
82 C 3.41 1.99 -3.70
83 C 2.40 2.54 -4.47
84 C 2.69 3.56 -5.37
85 C 3.99 4.04 -5.48
86 H 6.02 3.86 -4.79
87 H 5.50 2.04 -3.20
88 H 3.18 1.20 -3.00
89 H 1.39 2.18 -4.38
90 H 1.91 3.99 -5.98
91 H 4.22 4.84 -6.17
92 C -1.02 8.32 5.16
93 C -2.07 9.12 5.60
94 C -3.32 9.00 5.02
95 C -3.54 8.07 4.02
96 C -2.50 7.27 3.58
97 C -1.24 7.39 4.15
98 H -0.04 8.41 5.61
99 H -1.90 9.84 6.39
100 H -4.13 9.63 5.36
101 H -4.53 7.98 3.57
102 H -2.68 6.54 2.80
103 H -0.43 6.76 3.81
104 C -7.72 9.24 9.48
105 C -7.69 9.37 8.10
106 C -6.59 8.91 7.38
107 C -5.53 8.32 8.04
108 C -5.56 8.19 9.43
109 C -6.65 8.66 10.14
110 H -8.57 9.60 10.04
111 H -8.52 9.83 7.58
112 H -6.57 9.01 6.30
113 H -4.67 7.96 7.48
114 H -4.72 7.73 9.94
115 H -6.67 8.56 11.22
116 C -2.72 -3.65 3.77
117 C -3.53 -4.77 3.61
118 C -4.85 -4.73 4.04
119 C -5.35 -3.58 4.64
120 C -4.54 -2.47 4.80
121 C -3.22 -2.50 4.37
122 H -1.69 -3.68 3.44
123 H -3.14 -5.66 3.14
124 H -5.48 -5.60 3.92
125 H -6.38 -3.56 4.97
126 H -4.93 -1.57 5.26
127 H -2.58 -1.64 4.49
128 C -10.49 -4.59 6.53
129 C -11.33 -5.33 5.71
130 C -10.81 -6.30 4.87
131 C -9.44 -6.53 4.85
132 C -8.60 -5.78 5.66
133 C -9.12 -4.81 6.50
134 H -10.91 -3.83 7.18
135 H -12.40 -5.16 5.74
136 H -11.46 -6.88 4.24
137 H -9.02 -7.29 4.19
138 H -7.53 -5.96 5.64
139 H -8.47 -4.23 7.13
140 C 4.01 -11.33 -3.89
141 C 3.14 -10.27 -3.63
142 C 2.61 -9.54 -4.69
143 C 2.93 -9.86 -6.00
144 C 3.80 -10.92 -6.25
145 C 4.34 -11.65 -5.20
146 H 4.43 -11.90 -3.08
147 H 2.88 -10.03 -2.61
148 H 1.93 -8.72 -4.48
149 H 2.51 -9.29 -6.82
150 H 4.05 -11.17 -7.28
151 H 5.01 -12.47 -5.41
152 C 8.44 8.14 -4.03
153 C 7.36 7.38 -3.61
154 C 6.41 6.97 -4.53
155 C 6.54 7.33 -5.87
156 C 7.62 8.09 -6.28
157 C 8.57 8.50 -5.36
158 H 9.19 8.46 -3.31
159 H 7.26 7.10 -2.57
160 H 5.56 6.38 -4.21
161 H 5.79 7.01 -6.59
162 H 7.72 8.37 -7.32
163 H 9.41 9.10 -5.68


DFT (wB97M-V/def2-TZVPD) results for an isolated ion of composition C26H49N2O and charge +1 at a distorted geometry.

Summary:
Charge: +1
Spin multiplicity: 1

Positions of all 78 atoms, in Å:
1 C 0.24 4.98 -1.88
2 C 1.41 4.14 -2.43
3 C 1.13 3.61 -3.86
4 C 0.90 2.09 -3.89
5 C 0.08 1.65 -5.13
6 C -1.42 1.38 -4.89
7 C -2.06 2.11 -3.71
8 C -3.59 1.88 -3.70
9 C -4.02 0.93 -2.58
10 C -3.92 1.55 -1.20
11 C -4.22 0.48 -0.12
12 C -3.59 0.81 1.23
13 C -3.53 -0.34 2.24
14 C -3.04 -1.67 1.67
15 C -2.98 -2.80 2.69
16 C -2.20 -2.48 3.97
17 C -0.81 -1.91 3.70
18 C 0.06 -2.83 2.84
19 C 1.51 -2.33 2.84
20 C 2.52 -3.47 2.58
21 N 3.54 -3.11 1.58
22 N 3.31 -3.61 0.36
23 C 4.18 -3.25 -0.56
24 C 5.29 -2.43 -0.34
25 C 5.52 -1.97 0.92
26 C 4.58 -2.34 1.90
27 C 4.78 -1.87 3.33
28 O 5.77 -0.88 3.38
29 C 5.27 0.46 3.43
30 H -0.70 4.70 -2.35
31 H 0.43 6.02 -2.12
32 H 0.18 4.88 -0.80
33 H 2.31 4.75 -2.44
34 H 1.58 3.28 -1.80
35 H 0.24 4.08 -4.27
36 H 1.96 3.85 -4.52
37 H 0.48 1.74 -2.96
38 H 1.89 1.63 -3.99
39 H 0.52 0.73 -5.50
40 H 0.21 2.39 -5.91
41 H -1.95 1.70 -5.78
42 H -1.61 0.32 -4.77
43 H -1.67 1.69 -2.79
44 H -1.83 3.17 -3.70
45 H -4.14 2.82 -3.66
46 H -3.85 1.42 -4.65
47 H -3.34 0.08 -2.63
48 H -5.03 0.59 -2.78
49 H -2.91 1.91 -1.00
50 H -4.64 2.35 -1.08
51 H -5.30 0.39 -0.03
52 H -3.88 -0.47 -0.52
53 H -2.59 1.19 1.03
54 H -4.19 1.60 1.67
55 H -4.50 -0.47 2.71
56 H -2.83 -0.03 3.02
57 H -2.07 -1.49 1.18
58 H -3.72 -1.98 0.89
59 H -2.51 -3.67 2.22
60 H -4.00 -3.05 2.96
61 H -2.76 -1.76 4.57
62 H -2.08 -3.37 4.58
63 H -0.29 -1.77 4.65
64 H -0.87 -0.93 3.22
65 H -0.30 -2.74 1.81
66 H -0.04 -3.86 3.16
67 H 1.62 -1.58 2.06
68 H 1.71 -1.86 3.79
69 H 1.96 -4.30 2.18
70 H 2.99 -3.84 3.49
71 H 4.00 -3.65 -1.55
72 H 5.93 -2.19 -1.17
73 H 6.36 -1.36 1.17
74 H 5.16 -2.70 3.92
75 H 3.86 -1.47 3.76
76 H 4.30 0.56 2.94
77 H 5.21 0.78 4.47
78 H 5.96 1.11 2.92


Here are the calculated total energy numbers, same order: -1077.8572; -2505.3105; -665.9193; -7631.6322; -1204.5346 (a.u.).